(1)
# C34H57N4OP2Zr

C34H57N4OP2Zr as an isolated structure in a non-equilibrium geometry (the ωB97M-V functional and the def2-TZVPD basis, OMol25).

Each line ends with the Mulliken charge.
CARTESIAN COORDINATES (ANGSTROEM)
C1 -0.186678 -2.747035 -1.368360  -0.203
C2 1.949429 -2.242492 -0.340102  -0.867
C3 0.225858 -4.045242 -1.665070  -0.824
C4 2.457988 -3.396582 -1.059859  -0.870
C5 1.592854 -4.317687 -1.643484  -1.138
H1 -0.524711 -4.776818 -1.942022  0.662
H2 3.532787 -3.593291 -1.129717  0.523
H3 1.956211 -5.276171 -2.002470  0.525
N1 0.654629 -1.856680 -0.752479  1.893
P1 -1.903762 -0.547076 -1.727025  1.252
P2 2.102727 -0.264556 1.590407  1.885
C6 -1.658469 -2.378851 -1.645670  -1.733
H4 -2.021724 -2.854142 -2.581904  0.806
H5 -2.306964 -2.780509 -0.841950  0.807
C7 2.797907 -1.435288 0.443581  -1.011
H6 3.868191 -1.507081 0.317159  1.083
C8 3.237243 1.305448 1.788954  2.141
C9 2.409339 -1.635790 2.856600  1.377
C10 -1.535154 -0.201718 -3.561299  2.130
C11 -3.695744 -0.277947 -1.261290  1.676
C12 2.600673 2.580858 1.216338  -1.664
H7 1.628574 2.782356 1.679686  0.397
H8 3.256339 3.428985 1.477864  0.670
H9 2.478681 2.590018 0.127582  0.092
C13 3.397462 1.596254 3.284852  -1.873
H10 2.407293 1.700450 3.748130  0.429
H11 3.979303 0.848546 3.828510  0.312
H12 3.914035 2.560175 3.412737  0.550
C14 4.557323 1.040414 1.069958  -1.652
H13 5.219988 1.917899 1.207983  0.592
H14 5.102136 0.185011 1.488855  0.268
H15 4.359102 0.871744 -0.000626  -0.243
C15 1.769162 -1.135000 4.142816  -1.455
H16 0.712151 -0.859018 3.961570  0.190
H17 1.820885 -1.980970 4.849499  0.516
H18 2.328012 -0.264261 4.529071  0.333
C16 1.782725 -2.978908 2.423340  -1.311
H19 0.739856 -2.873934 2.095099  0.091
H20 2.372240 -3.460116 1.631517  0.341
H21 1.844483 -3.649446 3.285620  0.695
C17 3.943932 -1.825479 2.977719  -1.099
H22 4.420108 -2.090866 2.006037  0.150
H23 4.454488 -0.928914 3.402725  0.258
H24 4.055642 -2.704576 3.650980  0.512
C18 -4.043456 1.189747 -1.564845  -1.408
H25 -5.072147 1.379014 -1.221794  0.515
H26 -3.378621 1.881045 -1.025088  0.171
H27 -3.995911 1.430044 -2.635737  0.248
C19 -3.843973 -0.520611 0.254546  -1.607
H28 -3.587009 -1.548679 0.544476  0.296
H29 -3.243562 0.169459 0.862621  0.084
H30 -4.904285 -0.351035 0.508194  0.660
C20 -4.645022 -1.248063 -1.990292  -1.464
H31 -4.337689 -2.297002 -1.871035  0.301
H32 -5.641917 -1.139854 -1.535253  0.537
H33 -4.749620 -1.027824 -3.058253  0.320
C21 -0.322843 -1.040649 -4.000220  -1.661
H34 -0.536651 -2.116524 -4.021330  0.282
H35 -0.044529 -0.740593 -5.022984  0.669
H36 0.545187 -0.867890 -3.349993  -0.095
C22 -1.147112 1.279947 -3.671943  -1.203
H37 -0.215448 1.478655 -3.121456  -0.151
H38 -0.953271 1.525075 -4.728057  0.581
H39 -1.913262 1.966424 -3.285896  0.244
C23 -2.723916 -0.550058 -4.476206  -1.787
H40 -3.036862 -1.599586 -4.370320  0.363
H41 -3.591759 0.106412 -4.331371  0.361
H42 -2.402975 -0.419234 -5.522128  0.503
Zr1 0.028338 0.216338 -0.016267  -1.364
C24 -0.892598 -0.761351 1.520412  0.698
O1 -1.266612 -1.331482 2.459847  -0.237
N2 1.504529 1.172097 -1.833008  -0.544
C25 2.660222 0.913728 -1.965400  -0.416
C26 3.967985 0.602675 -2.906133  1.613
C27 5.005179 -0.307763 -2.199720  -1.092
C28 3.317208 -0.218943 -4.036895  -1.433
C29 4.491467 2.024369 -3.147310  -1.364
H43 5.308115 0.082322 -1.213493  0.392
H44 4.586702 -1.310422 -1.968821  0.152
H45 5.923370 -0.460087 -2.804625  0.517
H46 2.370620 0.239798 -4.363093  0.372
H47 3.892641 -0.425505 -4.953854  0.462
H48 3.020189 -1.193789 -3.589059  0.216
H49 5.570354 2.112455 -3.364541  0.416
H50 3.854399 2.509675 -3.898588  0.378
H51 4.369871 2.596549 -2.207194  0.273
N3 -2.364815 5.705735 2.474371  -0.412
C30 -1.866245 4.581736 1.938918  0.763
C31 -1.680905 4.461068 0.536986  -0.762
C32 -1.183794 3.266965 0.008130  -1.017
N4 -0.864394 2.200138 0.805084  0.786
C33 -1.018887 2.322055 2.157629  -0.673
C34 -1.514615 3.481362 2.743375  -0.765
H52 -2.640233 6.502802 1.925362  0.216
H53 -2.531745 5.780051 3.487829  0.231
H54 -1.944210 5.284749 -0.118468  0.418
H55 -1.028763 3.152367 -1.067753  0.457
H56 -0.777663 1.452859 2.772785  0.337
H57 -1.640525 3.527770 3.824367  0.414

Forces on atoms 1 to 3 (eV/Å):
-0.4 -1.3 0.2
0.7 -0.3 -3.0
-0.6 1.3 0.2

Values from the calculation:
HOMO level (spin up / spin down) ... -15.240 / -15.241 eV
Energy relative to the best compared isomer or geometry (same formula, charge and spin) ... 208.45 kJ/mol
Molecular weight ... 691.029 g mol⁻¹
Net charge ... +3

---

(2)
# C34H58BrClGeN4O3RbS4Se

C34H58BrClGeN4O3RbS4Se as an isolated structure in a non-equilibrium geometry (the ωB97M-V functional and the def2-TZVPD basis, OMol25).

Each line ends with the natural charge from an NBO analysis.
CARTESIAN COORDINATES (ANGSTROEM)
Rb1 -0.125235 1.725391 0.133832  0.875
C1 -2.194221 -0.808347 -3.424278  -0.535
C2 -0.901613 -1.221015 -4.125278  -0.547
S1 0.584016 -0.275397 -3.662102  0.205
C3 1.734275 -1.630708 -3.327230  -0.545
C4 1.408598 -2.565614 -2.161266  -0.545
S2 0.934885 -1.712874 -0.631253  0.179
C5 -0.596156 -2.574411 -0.191565  -0.539
C6 -1.746382 -2.468688 -1.186031  -0.545
S3 -2.187624 -0.762482 -1.612186  0.156
H1 -3.004968 -1.460193 -3.752717  0.226
H2 -2.457302 0.210072 -3.705778  0.240
H3 -1.051876 -1.110256 -5.199986  0.236
H4 -0.686055 -2.274225 -3.946070  0.213
H5 2.686742 -1.128341 -3.151468  0.232
H6 1.852884 -2.223392 -4.235651  0.227
H7 2.289469 -3.171502 -1.947533  0.232
H8 0.605222 -3.255625 -2.418609  0.216
H9 -0.881357 -2.137814 0.767874  0.228
H10 -0.372430 -3.625710 -0.007294  0.237
H11 -2.621918 -2.959115 -0.759642  0.233
H12 -1.507557 -2.992055 -2.110606  0.218
O1 -2.542650 8.428475 -0.381293  -0.634
C7 -2.205142 7.128644 -0.446672  0.367
C8 -3.021192 6.147377 -1.007076  -0.338
C9 -2.563189 4.846364 -1.017410  0.068
N1 -1.383770 4.467942 -0.514129  -0.512
C10 -0.639296 5.425656 0.000455  0.170
Br1 1.051037 4.873472 0.677745  0.057
C11 -0.970289 6.762413 0.072266  -0.332
H13 -3.414797 8.575414 -0.764608  0.491
H14 -3.986868 6.396049 -1.429515  0.227
H15 -3.161883 4.060250 -1.462501  0.203
H16 -0.310806 7.498993 0.506275  0.255
C12 1.805786 -2.157199 5.798477  -0.626
C13 3.337070 -2.195406 5.868151  -0.064
C14 3.844447 -0.941310 6.587060  -0.626
C15 3.718829 -3.407633 6.736851  -0.624
C16 4.013882 -2.344966 4.463295  0.293
O2 5.391538 -2.706120 4.660461  -0.735
C17 3.361560 -3.428649 3.588509  -0.433
C18 2.169534 -3.028413 2.703456  -0.461
C19 1.425347 -4.243191 2.216714  0.080
C20 0.180748 -4.582308 2.735371  -0.230
C21 -0.508894 -5.699576 2.282520  -0.232
C22 0.058565 -6.491434 1.299047  -0.050
Cl1 -0.800491 -7.881433 0.713953  0.012
C23 1.305311 -6.185714 0.774303  -0.220
C24 1.977571 -5.064460 1.236403  -0.236
C25 4.275321 -1.038536 3.674204  -0.240
N2 3.193699 -0.238446 3.109543  -0.175
C26 3.045790 0.103238 1.825013  0.203
N3 2.075932 0.989181 1.685871  -0.554
C27 1.640908 1.143274 2.967762  0.132
N4 2.285706 0.422572 3.856755  -0.283
H17 1.417075 -2.030395 6.811053  0.217
H18 1.396213 -3.092765 5.409185  0.199
H19 1.440522 -1.323257 5.201780  0.229
H20 3.500640 -0.954304 7.623609  0.216
H21 3.466071 -0.029460 6.124746  0.224
H22 4.936053 -0.914574 6.600248  0.219
H23 3.129535 -3.384534 7.654542  0.225
H24 4.769062 -3.382193 7.032004  0.214
H25 3.509060 -4.363922 6.250098  0.205
H26 5.426993 -3.563526 5.097786  0.479
H27 3.057745 -4.261319 4.227164  0.214
H28 4.154859 -3.811583 2.941240  0.221
H29 2.521491 -2.470928 1.834933  0.217
H30 1.482222 -2.373274 3.239185  0.216
H31 -0.265851 -3.959124 3.503120  0.214
H32 -1.478322 -5.957585 2.687395  0.232
H33 1.737744 -6.817900 0.010322  0.232
H34 2.947366 -4.818744 0.816606  0.216
H35 4.888757 -1.335983 2.823812  0.226
H36 4.886597 -0.391356 4.298537  0.239
H37 3.667827 -0.291927 1.037527  0.216
H38 0.836766 1.804402 3.254759  0.213
C28 -3.820915 0.143237 3.037128  -0.819
S4 -2.823931 0.437380 1.579595  1.252
C29 -4.054106 1.340423 0.643657  -0.823
O3 -1.774652 1.436050 1.973493  -1.036
H39 -4.141199 1.102970 3.441976  0.242
H40 -3.195766 -0.380722 3.757486  0.249
H41 -4.674424 -0.476626 2.762211  0.240
H42 -4.887000 0.675913 0.415463  0.246
H43 -3.580837 1.657721 -0.284836  0.242
H44 -4.373085 2.202087 1.230089  0.240
C30 -3.314144 1.579700 -6.561206  -1.092
Ge1 -2.552597 3.378245 -6.522132  1.623
C31 -0.777232 3.346719 -7.326313  -1.098
C32 -3.718282 4.648824 -7.436836  -1.088
C33 -2.425813 3.900865 -4.627468  -1.038
Se1 -1.217903 2.731206 -3.626065  0.246
C34 0.396234 3.781033 -3.869378  -0.776
H45 -3.391640 1.223904 -7.589328  0.240
H46 -4.310664 1.562874 -6.116587  0.230
H47 -2.668612 0.894447 -6.009435  0.223
H48 -0.856769 3.018777 -8.363551  0.241
H49 -0.129719 2.646676 -6.795821  0.236
H50 -0.317235 4.335782 -7.317437  0.232
H51 -3.817337 4.379593 -8.489114  0.240
H52 -3.308297 5.657764 -7.379426  0.234
H53 -4.713049 4.652005 -6.989616  0.232
H54 -3.408707 3.825433 -4.158839  0.232
H55 -2.077079 4.925328 -4.489516  0.237
H56 0.547238 3.977251 -4.926977  0.228
H57 1.230119 3.194160 -3.489977  0.233
H58 0.318308 4.713030 -3.313302  0.218

Forces on atoms 1 to 3 (eV/Å):
0.7 0.1 -1.5
0.1 0.0 0.1
0.0 0.1 0.0

Values from the calculation:
HOMO level ... -10.122 eV
Energy relative to the best compared isomer or geometry (same formula, charge and spin) ... 65.45 kJ/mol
Molecular weight ... 1051.526 g mol⁻¹
Net charge ... +1

---

- Which value of molecular weight does entry 1 give?
  691.029 g mol⁻¹